Formula: C6H9N2O
Source: the Open Molecules 2025 dataset
Level of theory: ωB97M-V/def2-TZVPD

Atoms and positions in Å:
C -2.326 0.305 0.986
C -0.172 0.072 -1.961
C -0.130 -1.286 0.014
C 0.915 -0.807 1.006
C 0.176 1.373 1.674
C -1.860 0.541 -0.341
N -2.902 0.012 1.967
N -0.762 -0.203 -0.785
O 0.377 0.147 2.002
H -0.845 0.731 -2.630
H 0.692 -0.630 -2.344
H 0.549 -1.916 -0.664
H -0.962 -1.934 0.531
H 1.144 -1.561 1.703
H 1.837 -0.327 0.498
H 0.279 1.697 0.672
H -0.341 1.902 2.471
H -2.419 1.303 -0.812

Values from the calculation:
- net charge = +1
- energy above the lowest of the compared OMol25 structures with the same formula, charge and spin (eV) = 5.299
- highest occupied orbital energy (spin up / spin down) (eV) = -11.84 / -11.84
- largest force on an atom (eV Å⁻¹) = 3.7

natural (NBO) atomic charge list, values in e, 6 entries: atom 1 (C): 0.142, atom 2 (C): -0.185, atom 3 (C): -0.273, atom 4 (C): -0.099, atom 5 (C): 0.356, atom 6 (C): -0.289